# 1
The following is a quantum chemistry calculation of C5H6O3 in the gas phase, from the OMol25 dataset.

Summary:
E_HOMO ... -10.356 eV
Gap between HOMO and LUMO ... 11.3 eV
Electronic energy ... -419.69877 Ha
SMILES ... C#CC1OCOCO1

The geometry in ORCA input format:
```
! RIJCOSX wB97M-V def2-TZVPD def2/J DEFGRID3
* xyz 0 1
C -2.489 -0.124 -0.550
C -1.568 -0.326 0.179
C -0.290 -0.031 1.135
O 0.641 -1.182 1.054
C 1.142 -1.125 -0.325
O 1.720 0.103 -0.526
C 0.879 1.151 -0.252
O 0.305 1.196 1.012
H -3.355 0.314 -0.935
H -0.763 -0.041 2.107
H 0.307 -1.293 -1.046
H 1.920 -1.892 -0.513
H 0.033 1.120 -1.037
H 1.519 2.131 -0.306
*
```

# 2
The following is a quantum chemistry calculation of FeH13O7 as an isolated structure, from the OMol25 dataset.

Summary:
E_HOMO (spin up / spin down) ... -17.294 / -17.267 eV
Gap between HOMO and LUMO (spin up / spin down) ... 7.8 / 4.2 eV
Electronic energy ... -1797.34795 Ha

The geometry in ORCA input format:
```
! RIJCOSX wB97M-V def2-TZVPD def2/J DEFGRID3
* xyz 2 6
Fe -0.265 -0.183 0.385
O 1.152 2.024 0.893
H 1.451 2.954 0.920
O 1.921 -1.792 0.608
H 2.798 -1.467 0.814
H 2.058 -2.702 0.345
O -1.254 -0.119 3.008
H -0.951 -0.499 3.833
H -2.003 0.423 3.255
O -1.841 -2.558 -0.052
H -1.966 -3.311 0.525
H -2.338 -2.775 -0.841
O 3.247 1.542 -1.906
H 4.150 1.812 -1.738
H 2.759 1.849 -1.142
O -0.021 0.002 -2.454
H -0.495 0.681 -2.933
H 0.594 -0.358 -3.092
O -2.683 1.270 -0.082
H -3.492 1.027 -0.533
H -2.821 2.179 0.186
*
```

# 3
The following is a quantum chemistry calculation of a 2-piece molecular cluster, C8H15N5 overall, from the OMol25 dataset.

Summary:
E_HOMO ... -16.811 eV
Gap between HOMO and LUMO ... 9.6 eV
Electronic energy ... -586.90720 Ha

The geometry in ORCA input format:
```
! RIJCOSX wB97M-V def2-TZVPD def2/J DEFGRID3
* xyz 2 1
C -1.969 0.606 1.713
C -1.207 -0.566 1.154
C -2.253 1.418 0.519
C -1.329 -0.547 -0.238
C 1.739 -1.245 -0.305
C 2.179 1.047 0.386
C -1.745 1.264 -1.877
C 0.542 -3.426 -0.349
N -1.857 0.763 -0.538
N 3.390 1.662 0.487
N 1.014 1.364 0.766
N 1.236 -2.289 -0.394
N 2.349 -0.164 -0.405
H -1.472 1.227 2.566
H -0.773 -1.344 1.766
H -2.830 2.376 0.499
H -0.674 1.439 -2.024
H -2.192 0.394 -2.443
H -2.199 2.216 -1.911
H 1.100 -4.387 -0.051
H 0.140 -3.666 -1.449
H -0.435 -3.404 0.257
H 3.287 2.641 0.821
H 3.840 1.447 -0.378
H 0.872 2.196 1.332
H -1.033 -1.118 -1.050
H -2.881 0.268 2.190
H 3.159 -0.174 -1.045
*
```

# 4
The following is a quantum chemistry calculation of a 5-piece molecular cluster, C32H78ClN13O8P4 overall, from the OMol25 dataset.

Summary:
E_HOMO ... -7.659 eV
Gap between HOMO and LUMO ... 6.3 eV
Electronic energy ... -4404.90451 Ha
SMILES ... [H]/N=C/CC1=C(CC(=O)Cl)C(=O)OC1=O.CN(C)P(=O)(N(C)C)N(C)C.CN(C)P(=O)(N(C)C)N(C)C.CN(C)P(=O)(N(C)C)N(C)C.CN(C)P(=O)(N(C)C)N(C)C

The geometry in ORCA input format:
```
! RIJCOSX wB97M-V def2-TZVPD def2/J DEFGRID3
* xyz 0 1
H -4.424 1.615 0.841
N -3.561 1.412 0.308
C -3.580 2.204 -0.761
C -2.318 2.004 -1.767
C -1.032 1.797 -0.857
C -0.272 2.682 -0.056
C -0.541 4.267 0.099
C 0.239 4.948 -1.155
O 1.030 5.903 -1.025
Cl 0.031 4.302 -2.884
C 0.880 1.803 0.642
O 1.686 2.277 1.470
O 0.835 0.447 0.161
C -0.326 0.368 -0.701
O -0.751 -0.634 -1.299
H -4.416 2.960 -0.958
H -2.525 1.080 -2.411
H -2.290 2.922 -2.441
H -1.652 4.529 0.103
H -0.064 4.689 1.061
C 6.492 -0.631 5.995
N 5.622 -1.401 5.136
C 6.362 -2.447 4.439
P 3.938 -1.619 5.220
O 4.008 -2.749 6.263
N 3.105 -0.544 6.276
C 3.627 0.658 6.888
C 2.172 -1.168 7.222
N 3.802 -0.367 3.980
C 4.792 0.568 3.482
C 2.444 0.003 3.586
H 7.313 -0.210 5.404
H 6.920 -1.236 6.803
H 6.017 0.232 6.441
H 6.177 -2.382 3.361
H 6.061 -3.444 4.781
H 7.443 -2.371 4.585
H 4.299 0.430 7.724
H 2.814 1.277 7.285
H 4.136 1.302 6.172
H 2.699 -1.557 8.104
H 1.634 -1.991 6.751
H 1.417 -0.458 7.565
H 5.065 1.320 4.226
H 4.426 1.109 2.603
H 5.698 0.065 3.137
H 2.099 0.885 4.137
H 1.747 -0.816 3.781
H 2.379 0.215 2.516
C -4.990 6.874 4.629
N -5.267 5.610 3.984
C -6.546 5.648 3.281
P -4.193 4.389 3.496
O -3.833 5.062 2.156
N -2.593 4.519 4.117
C -2.136 5.383 5.185
C -1.515 4.404 3.132
N -4.611 3.543 4.990
C -5.321 4.014 6.163
C -3.908 2.286 5.236
H -5.810 7.126 5.309
H -4.873 7.692 3.907
H -4.114 6.861 5.262
H -7.170 4.803 3.595
H -6.406 5.588 2.196
H -7.114 6.559 3.482
H -2.044 6.424 4.855
H -1.151 5.068 5.545
H -2.777 5.332 6.065
H -1.347 5.358 2.614
H -1.752 3.642 2.387
H -0.576 4.102 3.597
H -4.748 4.752 6.729
H -5.548 3.193 6.851
H -6.296 4.439 5.913
H -3.036 2.440 5.879
H -3.565 1.843 4.297
H -4.561 1.544 5.706
C -0.293 -3.721 -2.472
N -0.741 -5.089 -2.336
C -2.142 -5.145 -1.931
P -0.118 -6.503 -3.040
O -0.872 -6.325 -4.372
N 1.434 -6.344 -3.768
C 2.355 -5.238 -3.629
C 1.560 -6.871 -5.133
N 0.724 -6.788 -1.512
C 0.940 -5.902 -0.384
C 1.585 -7.967 -1.462
H -0.456 -3.185 -1.531
H -0.822 -3.188 -3.271
H 0.769 -3.622 -2.652
H -2.250 -5.781 -1.044
H -2.771 -5.557 -2.729
H -2.550 -4.164 -1.675
H 2.039 -4.368 -4.218
H 3.356 -5.519 -3.976
H 2.499 -4.945 -2.589
H 1.186 -6.152 -5.875
H 1.002 -7.801 -5.243
H 2.598 -7.100 -5.378
H 1.625 -5.084 -0.622
H 1.369 -6.437 0.470
H 0.006 -5.482 -0.004
H 2.626 -7.706 -1.681
H 1.260 -8.715 -2.189
H 1.547 -8.453 -0.482
C 0.840 0.253 -8.915
N -0.282 0.704 -8.124
C -1.014 1.765 -8.807
P -1.131 -0.105 -6.894
O -2.046 -0.880 -7.860
N -0.377 -1.529 -6.289
C 0.983 -1.964 -6.521
C -1.229 -2.724 -6.209
N -0.147 0.806 -5.740
C 1.052 1.594 -5.951
C -0.370 0.507 -4.327
H 1.493 1.102 -9.144
H 0.525 -0.207 -9.859
H 1.486 -0.447 -8.402
H -1.123 2.631 -8.144
H -2.014 1.431 -9.105
H -0.510 2.114 -9.712
H 1.111 -2.379 -7.528
H 1.268 -2.746 -5.809
H 1.709 -1.168 -6.357
H -1.300 -3.228 -7.182
H -2.235 -2.462 -5.881
H -0.843 -3.442 -5.484
H 1.915 0.978 -6.216
H 1.327 2.154 -5.050
H 0.913 2.359 -6.717
H 0.352 -0.228 -3.958
H -1.375 0.106 -4.170
H -0.297 1.408 -3.708
*
```

# 5
The following is a quantum chemistry calculation of C2H4OS2 in the gas phase, from the OMol25 dataset.

Summary:
E_HOMO ... -8.932 eV
Gap between HOMO and LUMO ... 8.8 eV
Electronic energy ... -950.14923 Ha
SMILES ... OC1SCS1

The geometry in ORCA input format:
```
! RIJCOSX wB97M-V def2-TZVPD def2/J DEFGRID3
* xyz 0 1
O 1.507 -1.345 0.395
C 0.653 -0.579 -0.347
S -1.479 -0.612 0.138
C -0.996 1.168 0.365
S 0.811 1.087 0.168
H 1.464 -2.291 0.068
H 0.832 -0.846 -1.460
H -1.350 1.640 -0.503
H -1.443 1.778 1.175
*
```

# 6
The following is a quantum chemistry calculation of C4H11ClNO3RhZn as an isolated structure, from the OMol25 dataset.

Summary:
E_HOMO (spin up / spin down) ... 0.564 / -1.592 eV
Gap between HOMO and LUMO (spin up / spin down) ... 4.7 / 6.6 eV
Electronic energy ... -2789.26268 Ha

The geometry in ORCA input format:
```
! RIJCOSX wB97M-V def2-TZVPD def2/J DEFGRID3
* xyz -2 5
Rh -2.626 -2.852 -0.182
Cl -3.453 -1.452 1.337
C -0.926 -3.798 0.337
C -2.662 -1.941 -1.953
H -1.039 -4.861 0.076
H -0.083 -3.352 -0.232
H -0.806 -3.615 1.428
H -2.987 -2.679 -2.703
H -1.646 -1.574 -2.210
H -3.350 -1.079 -1.841
Zn 0.816 0.800 -0.604
C -0.600 2.102 -1.200
C 1.623 -0.595 -1.581
H -0.696 2.106 -2.293
H -1.528 1.738 -0.705
H -0.311 3.096 -0.810
H 1.348 -0.902 -2.615
H 2.474 -1.173 -1.183
O 2.027 1.673 3.016
N 1.673 1.481 1.854
O 2.278 2.011 0.841
O 0.641 0.709 1.583
*
```

# 7
The following is a quantum chemistry calculation of C20H34IrO4 as an isolated structure, from the OMol25 dataset.

Summary:
E_HOMO (spin up / spin down) ... -22.656 / -22.422 eV
Gap between HOMO and LUMO (spin up / spin down) ... 8.4 / 4.2 eV
Electronic energy ... -1185.77478 Ha

The geometry in ORCA input format:
```
! RIJCOSX wB97M-V def2-TZVPD def2/J DEFGRID3
* xyz 4 6
Ir 1.934 2.989 14.127
C 0.340 0.546 15.176
C -0.192 0.422 13.757
O 0.849 0.993 12.960
C 0.487 1.678 11.770
C -0.381 2.924 12.019
O 0.037 3.522 13.291
C -0.856 4.571 13.756
C -0.281 5.375 14.945
O 0.177 4.611 16.036
C -0.713 3.658 16.634
C 0.105 2.400 16.716
O 0.356 2.010 15.327
H -0.367 0.139 15.925
H 1.342 0.090 15.309
H -0.376 -0.643 13.494
H -1.114 1.003 13.688
H 1.436 1.998 11.334
H -0.036 1.010 11.045
H -0.238 3.709 11.245
H -1.462 2.643 12.103
H -1.130 5.276 12.913
H -1.780 4.069 14.124
H 0.574 5.976 14.592
H -1.125 6.052 15.249
H -0.985 4.052 17.633
H -1.596 3.442 16.053
H 1.082 2.523 17.237
H -0.462 1.566 17.167
C 4.315 0.504 12.588
C 4.101 2.030 12.617
C 4.299 2.921 11.512
C 4.581 2.223 10.238
C 3.948 4.307 11.531
C 3.940 5.212 10.300
C 3.654 4.907 12.765
C 3.230 6.320 12.765
C 3.509 4.160 14.001
C 3.985 4.844 15.261
C 3.911 2.726 13.922
C 4.889 2.171 15.056
H 3.502 -0.033 12.047
H 4.435 0.056 13.596
H 5.253 0.377 12.058
H 4.605 2.764 9.308
H 3.772 1.499 10.111
H 5.513 1.668 10.306
H 2.938 5.645 10.113
H 4.226 4.638 9.422
H 4.650 6.082 10.364
H 3.991 7.025 12.392
H 2.896 6.597 13.787
H 2.330 6.449 12.104
H 3.399 5.720 15.498
H 5.043 5.117 15.103
H 3.941 4.130 16.107
H 5.920 2.045 14.646
H 4.436 1.196 15.324
H 4.968 2.828 15.902
*
```

# 8
The following is a quantum chemistry calculation of C4H8N2O2 in the gas phase, from the OMol25 dataset.

Summary:
E_HOMO ... -8.626 eV
Gap between HOMO and LUMO ... 9.3 eV
Electronic energy ... -417.13589 Ha
SMILES ... CN(N)/C=C\C(=O)O

The geometry in ORCA input format:
```
! RIJCOSX wB97M-V def2-TZVPD def2/J DEFGRID3
* xyz 0 1
C -1.010 1.386 1.578
N -0.933 0.424 0.541
N -0.476 -0.856 0.915
C -0.617 0.764 -0.754
C 0.252 0.084 -1.532
C 1.166 -1.024 -1.177
O 1.991 -1.131 -0.269
O 1.474 -1.834 -2.284
H -0.968 0.791 2.540
H 0.049 1.939 1.692
H -1.867 1.992 1.555
H -1.038 -1.213 1.649
H 0.515 -0.930 1.157
H -1.054 1.669 -1.133
H 0.264 0.132 -2.613
H 2.254 -2.193 -1.863
*
```

# 9
The following is a quantum chemistry calculation of C12H35Ag2O14 as an isolated structure, from the OMol25 dataset.

Summary:
E_HOMO ... -11.453 eV
Gap between HOMO and LUMO ... 6.6 eV
Electronic energy ... -1825.14157 Ha

The geometry in ORCA input format:
```
! RIJCOSX wB97M-V def2-TZVPD def2/J DEFGRID3
* xyz 1 1
Ag 0.757 1.362 -2.475
Ag -2.007 -1.151 -3.348
O -0.728 -0.459 0.891
C -0.647 0.166 -0.299
O -0.463 1.420 -0.387
O -0.855 -0.550 -1.333
H -0.982 -1.344 0.560
C -1.084 -4.494 1.312
O 0.130 -5.238 1.236
H -1.030 -3.770 2.134
H -1.219 -3.945 0.376
H -1.891 -5.182 1.555
H 0.708 -4.770 0.629
C -3.874 1.115 3.385
C -2.494 1.263 4.040
O -1.920 0.012 4.365
O -3.720 0.366 2.185
H -4.416 2.049 3.212
H -4.537 0.597 4.080
H -2.612 1.866 4.941
H -1.785 1.702 3.327
H -1.654 -0.362 3.518
H -3.520 0.942 1.442
C -4.165 1.018 -1.313
C -3.958 2.500 -0.798
O -2.861 2.452 0.128
O -3.517 0.760 -2.575
H -5.241 0.874 -1.447
H -3.780 0.253 -0.645
H -4.892 2.723 -0.293
H -3.693 3.188 -1.600
H -2.050 2.157 -0.314
H -3.792 1.447 -3.191
C 1.928 -2.132 -3.077
C 1.325 -2.098 -4.442
O -0.107 -2.222 -4.548
O 2.017 -3.529 -2.678
H 1.305 -1.570 -2.371
H 2.942 -1.737 -3.090
H 1.671 -2.866 -5.141
H 1.705 -1.197 -4.956
H -0.339 -1.888 -5.421
H 2.967 -3.681 -2.643
C 1.584 1.398 2.422
C 2.727 1.567 3.383
O 2.604 0.344 4.198
O 1.700 2.407 1.402
H 0.632 1.397 2.959
H 1.583 0.436 1.899
H 2.431 2.220 4.205
H 3.719 1.628 2.942
H 2.945 0.468 5.085
H 1.012 2.213 0.741
C 4.931 1.154 -1.805
C 3.940 0.615 -0.792
O 2.584 1.137 -0.934
O 4.656 0.674 -3.131
H 5.950 0.808 -1.630
H 4.964 2.245 -1.733
H 4.255 0.922 0.207
H 3.819 -0.464 -0.838
H 2.390 1.534 -0.061
H 3.952 1.250 -3.449
*
```

# 10
The following is a quantum chemistry calculation of a 2-piece molecular cluster, CH2BrN overall, from the OMol25 dataset.

Summary:
E_HOMO ... -11.060 eV
Gap between HOMO and LUMO ... 11.8 eV
Electronic energy ... -2668.03935 Ha
SMILES ... C#N.Br

The geometry in ORCA input format:
```
! RIJCOSX wB97M-V def2-TZVPD def2/J DEFGRID3
* xyz 0 1
C 0.067 0.301 -0.026
N -0.207 -0.787 -0.083
H 0.437 1.310 0.223
Br 3.403 -0.164 0.026
H 2.854 -1.495 0.292
*
```

# 11
The following is a quantum chemistry calculation of a 3-piece molecular cluster, C24H50NO3 overall, from the OMol25 dataset.

Summary:
E_HOMO (spin up / spin down) ... -8.668 / -9.708 eV
Gap between HOMO and LUMO (spin up / spin down) ... 9.1 / 9.7 eV
Electronic energy ... -1224.68708 Ha

The geometry in ORCA input format:
```
! RIJCOSX wB97M-V def2-TZVPD def2/J DEFGRID3
* xyz 0 2
C -0.982 -0.376 5.362
C -0.495 -0.256 3.824
C 0.726 0.791 3.871
C -1.674 0.418 2.986
C -2.246 -0.491 1.813
O -3.009 0.381 0.943
C -3.051 -1.771 2.268
C -3.952 -1.387 3.637
C -4.905 -2.629 4.171
O -3.568 -2.117 4.869
C -0.946 -1.013 1.002
C 0.136 -1.726 1.924
C 0.022 -3.312 1.586
C 1.637 -1.344 1.490
N -0.111 -1.612 3.381
O 0.836 -2.121 4.104
H -1.268 -1.425 5.648
H -0.062 -0.125 5.988
H -1.750 0.407 5.620
H 1.673 0.302 4.261
H 0.897 1.201 2.832
H 0.381 1.630 4.541
H -2.479 0.870 3.648
H -1.204 1.320 2.468
H -2.453 0.515 0.155
H -3.890 -1.993 1.550
H -2.427 -2.656 2.561
H -4.383 -0.304 3.721
H -5.415 -2.557 5.169
H -4.470 -3.599 3.808
H -1.250 -1.621 0.097
H -0.462 -0.065 0.586
H -0.168 -3.877 2.550
H 1.007 -3.694 1.173
H -0.836 -3.548 0.898
H 1.834 -0.237 1.535
H 2.396 -1.932 2.095
H 1.751 -1.679 0.418
C 5.763 1.771 -1.471
C 5.883 0.638 -2.482
C 4.596 -0.176 -2.623
C 4.148 -0.902 -1.351
C 5.174 -1.870 -0.763
C 5.517 -3.020 -1.703
H 5.555 1.398 -0.467
H 6.697 2.337 -1.425
H 4.964 2.461 -1.754
H 6.721 -0.011 -2.210
H 6.132 1.066 -3.458
H 4.725 -0.903 -3.432
H 3.787 0.489 -2.947
H 3.225 -1.450 -1.572
H 3.880 -0.166 -0.586
H 4.767 -2.288 0.164
H 6.088 -1.339 -0.482
H 4.625 -3.599 -1.953
H 6.235 -3.694 -1.228
H 5.967 -2.662 -2.631
C -1.298 3.474 -2.168
C -2.751 3.016 -2.174
C -2.972 1.744 -2.994
C -2.650 1.872 -4.486
C -3.425 2.965 -5.221
C -4.931 2.734 -5.220
H -0.947 3.722 -3.172
H -1.185 4.369 -1.551
H -0.647 2.697 -1.758
H -3.391 3.825 -2.537
H -3.059 2.823 -1.141
H -4.011 1.422 -2.871
H -2.358 0.938 -2.574
H -2.849 0.908 -4.967
H -1.578 2.053 -4.614
H -3.079 2.998 -6.260
H -3.203 3.948 -4.795
H -5.180 1.781 -5.692
H -5.436 3.529 -5.777
H -5.339 2.734 -4.207
*
```

no.,F_max (eV Å⁻¹)
1,4.7
2,2.5
3,7.0
4,7.4
5,3.0
6,2.7
7,5.8
8,4.8
9,3.6
10,4.1
11,5.4